This record from the Open Molecules 2025 dataset describes a molecular structure, C27H24N5O3PdS. The level of theory is ωB97M-V with the def2-TZVPD basis set.

Geometry (Å):
Pd  -0.50  -0.84  -0.28
O  -1.25  6.21  1.43
C  -0.14  5.69  1.21
O  1.01  6.17  1.29
C  -0.20  4.20  0.80
C  -1.41  3.53  0.69
C  -1.41  2.20  0.32
N  -0.30  1.51  0.04
C  0.87  2.14  0.18
C  0.96  3.48  0.55
C  2.08  1.32  -0.08
C  3.27  1.90  -0.52
C  4.37  1.09  -0.73
C  4.25  -0.28  -0.51
C  3.03  -0.77  -0.09
N  1.97  0.01  0.14
C  -2.67  1.41  0.24
C  -3.90  2.01  -0.06
C  -5.04  1.23  -0.09
C  -4.93  -0.12  0.19
C  -3.67  -0.64  0.47
N  -2.56  0.10  0.49
H  -2.31  4.09  0.92
H  1.91  3.98  0.68
H  3.32  2.96  -0.71
H  5.31  1.51  -1.08
H  5.08  -0.95  -0.67
H  2.87  -1.83  0.07
H  -3.94  3.07  -0.27
H  -5.99  1.68  -0.32
H  -5.79  -0.78  0.18
H  -3.54  -1.69  0.68
C  -2.51  -5.59  1.14
C  -1.86  -4.77  2.24
C  -0.41  -4.39  1.93
N  -0.31  -3.55  0.76
C  0.03  -3.88  -0.48
S  0.04  -2.70  -1.65
N  0.36  -5.24  -0.74
C  1.65  -5.69  -0.81
O  2.60  -5.01  -0.50
C  1.81  -7.11  -1.26
C  0.83  -8.08  -1.06
C  1.05  -9.39  -1.49
C  2.23  -9.72  -2.13
C  3.21  -8.75  -2.33
C  3.00  -7.45  -1.89
H  -3.54  -5.86  1.39
H  -1.96  -6.52  0.97
H  -2.54  -5.03  0.20
H  -1.89  -5.31  3.19
H  -2.43  -3.84  2.40
H  0.19  -5.29  1.78
H  0.02  -3.85  2.77
H  -0.56  -2.53  0.72
H  -0.37  -5.80  -1.15
H  -0.08  -7.84  -0.54
H  0.29  -10.14  -1.32
H  2.40  -10.73  -2.47
H  4.14  -9.01  -2.82
H  3.75  -6.68  -2.01

Properties
**Charge**: -1
**Energy relative to the best compared isomer or geometry (same formula, charge and spin)**: 36.06 kcal/mol
**LUMO energy**: 2.0 eV
**Kohn-Sham gap**: 5.66 eV
**Max |F|**: 0.0142 Eh/bohr